Here is a molecular structure, C72H56FGeIrO3P4S from OMol25. Energies are from ωB97M-V/def2-TZVPD.

LUMO energy (spin up / spin down)   -9.87 / -10.48 eV
Charge   +3
Frontier orbital gap (spin up / spin down)   5.39 / 5.00 eV
2S+1   2
E_HOMO (spin up / spin down)   -15.259 / -15.479 eV
E   -7046.85391 a.u.
Molar mass   1409.025 g mol⁻¹

Positions of all 139 atoms, in Å:
Ir  0.031  -0.210  -0.144
F  -0.953  -4.717  1.430
Ge  -0.550  -3.354  0.380
C  -2.403  -2.632  0.426
C  -3.314  -3.569  -0.047
C  -4.658  -3.230  -0.158
C  -5.095  -1.956  0.193
C  -4.199  -1.040  0.715
C  -2.849  -1.391  0.859
P  -1.674  -0.285  1.615
C  -2.746  0.940  2.465
C  -3.430  0.391  3.558
C  -4.358  1.156  4.243
C  -4.608  2.470  3.860
C  -3.923  3.017  2.789
C  -2.990  2.253  2.094
C  -1.048  -1.123  3.100
C  -0.418  -0.299  4.035
C  -0.129  -0.779  5.299
C  -0.434  -2.096  5.628
C  -1.038  -2.923  4.695
C  -1.360  -2.438  3.431
C  -0.674  -4.127  -1.378
C  -0.833  -5.500  -1.578
C  -0.952  -5.998  -2.868
C  -0.912  -5.127  -3.956
C  -0.753  -3.768  -3.761
C  -0.640  -3.263  -2.453
P  -0.440  -1.440  -2.331
C  0.909  -1.340  -3.519
C  2.062  -2.022  -3.115
C  3.108  -2.202  -3.993
C  3.019  -1.690  -5.283
C  1.873  -1.026  -5.693
C  0.809  -0.850  -4.817
C  -1.964  -0.770  -3.017
C  -1.976  0.465  -3.677
C  -3.114  0.861  -4.361
C  -4.254  0.067  -4.339
C  -4.266  -1.127  -3.622
C  -3.129  -1.549  -2.957
C  1.396  -3.494  0.658
C  1.739  -4.847  0.666
C  3.055  -5.232  0.858
C  4.040  -4.273  1.074
C  3.705  -2.935  1.071
C  2.382  -2.531  0.822
P  2.097  -0.762  0.892
C  2.620  -0.450  2.604
C  2.446  -1.489  3.522
C  3.028  -1.410  4.776
C  3.736  -0.276  5.150
C  3.872  0.784  4.258
C  3.326  0.698  2.988
C  3.307  0.076  -0.148
C  3.435  1.468  -0.034
C  4.458  2.135  -0.680
C  5.338  1.430  -1.493
C  5.174  0.064  -1.672
C  4.162  -0.617  -1.010
H  -2.987  -4.562  -0.325
H  -5.363  -3.964  -0.535
H  -6.140  -1.687  0.086
H  -4.551  -0.068  1.040
H  -3.254  -0.632  3.864
H  -4.888  0.722  5.081
H  -5.338  3.064  4.402
H  -4.116  4.041  2.485
H  -2.479  2.689  1.267
H  -0.234  0.741  3.801
H  0.329  -0.125  6.033
H  -0.209  -2.473  6.620
H  -1.302  -3.941  4.957
H  -1.899  -3.080  2.744
H  -0.879  -6.175  -0.729
H  -1.073  -7.063  -3.026
H  -1.000  -5.513  -4.965
H  -0.724  -3.103  -4.615
H  2.116  -2.443  -2.113
H  3.991  -2.751  -3.684
H  3.844  -1.819  -5.974
H  1.793  -0.648  -6.705
H  -0.088  -0.367  -5.171
H  -1.096  1.096  -3.693
H  -3.107  1.794  -4.914
H  -5.141  0.380  -4.880
H  -5.157  -1.744  -3.604
H  -3.131  -2.492  -2.430
H  0.977  -5.604  0.551
H  3.308  -6.287  0.858
H  5.067  -4.570  1.250
H  4.469  -2.193  1.275
H  1.884  -2.376  3.257
H  2.929  -2.243  5.462
H  4.193  -0.220  6.132
H  4.436  1.666  4.540
H  3.521  1.499  2.292
H  2.748  2.038  0.579
H  4.574  3.206  -0.547
H  6.141  1.950  -2.003
H  5.846  -0.484  -2.321
H  4.065  -1.683  -1.153
O  0.668  2.375  -4.002
S  1.524  1.994  -2.921
O  2.704  1.240  -3.173
O  0.644  1.341  -1.787
C  1.971  3.461  -2.090
C  2.873  4.328  -2.682
C  3.170  5.517  -2.033
C  2.562  5.817  -0.818
C  1.664  4.936  -0.234
C  1.350  3.739  -0.885
P  0.094  2.616  -0.239
C  -1.434  3.036  -1.084
C  -1.594  4.317  -1.616
C  -2.810  4.676  -2.178
C  -3.860  3.767  -2.223
C  -3.692  2.479  -1.729
C  -2.478  2.115  -1.175
C  -0.031  3.198  1.479
C  -0.897  4.241  1.815
C  -0.867  4.759  3.103
C  -0.009  4.224  4.057
C  0.833  3.168  3.726
C  0.817  2.655  2.436
H  3.334  4.070  -3.632
H  3.875  6.210  -2.473
H  2.787  6.751  -0.318
H  1.199  5.196  0.706
H  -0.784  5.036  -1.581
H  -2.938  5.676  -2.578
H  -4.809  4.059  -2.658
H  -4.501  1.759  -1.780
H  -2.349  1.096  -0.818
H  -1.571  4.666  1.077
H  -1.523  5.583  3.361
H  0.003  4.631  5.062
H  1.491  2.736  4.473
H  1.469  1.833  2.178

Force components x, y, z for each atom (eV/Å):
Ir -0.33 2.43 0.02
F -0.05 -0.14 0.10
Ge -0.33 -1.17 -0.10
C 0.57 0.36 0.15
C -0.25 0.03 0.07
C 0.03 -0.05 0.00
C -0.03 -0.06 -0.02
C 0.10 0.00 0.08
C -0.52 0.20 -0.51
P 0.87 -0.95 0.48
C 0.31 0.41 -0.27
C -0.15 0.00 0.06
C 0.02 -0.02 -0.04
C -0.06 0.06 0.08
C 0.00 -0.01 -0.05
C -0.40 -0.30 0.11
C 0.18 -0.03 -0.05
C -0.14 -0.04 0.13
C 0.05 0.02 0.00
C 0.06 0.01 0.07
C -0.02 -0.11 -0.01
C -0.04 -0.04 -0.04
C 0.00 -0.05 -0.04
C 0.04 0.03 -0.27
C 0.03 0.02 0.13
C -0.01 -0.04 -0.03
C -0.04 0.12 0.13
C -0.26 -0.16 -0.13
P 0.22 -1.01 -0.21
C 0.28 0.37 0.21
C -0.08 0.07 0.12
C 0.12 0.00 0.00
C 0.03 0.03 -0.08
C -0.04 0.03 -0.04
C 0.05 0.00 0.06
C 0.05 0.37 0.24
C 0.11 -0.21 -0.14
C 0.00 0.01 -0.09
C -0.02 -0.02 0.00
C -0.05 0.03 -0.01
C 0.06 0.06 -0.01
C -0.27 0.74 0.22
C 0.22 -0.04 0.09
C -0.01 -0.05 -0.03
C 0.04 -0.11 -0.01
C -0.01 0.16 -0.12
C 0.13 -0.30 -0.17
P -0.45 -0.10 -0.31
C -0.33 0.34 0.02
C 0.05 0.02 0.03
C 0.01 0.00 0.09
C 0.00 -0.03 0.03
C -0.01 0.01 0.02
C 0.21 -0.21 0.12
C -0.17 0.16 -0.19
C 0.10 -0.17 0.04
C 0.07 0.04 0.03
C 0.01 -0.08 -0.02
C -0.01 0.02 0.05
C 0.04 0.12 0.09
H -0.04 0.03 -0.04
H 0.05 0.06 0.06
H 0.08 -0.04 0.01
H 0.03 -0.05 -0.04
H -0.09 0.10 0.05
H 0.01 0.00 -0.03
H 0.10 -0.08 -0.07
H 0.04 -0.09 0.02
H -0.06 -0.02 -0.30
H 0.05 0.01 0.01
H -0.03 -0.05 -0.05
H -0.05 0.03 -0.06
H 0.04 0.07 -0.04
H 0.06 0.06 0.22
H 0.00 0.05 -0.05
H -0.01 0.07 -0.02
H -0.01 0.02 0.06
H 0.01 -0.05 -0.01
H -0.01 -0.01 -0.07
H -0.06 0.05 -0.02
H -0.07 -0.02 0.03
H 0.02 -0.03 0.07
H -0.07 0.10 0.02
H -0.06 -0.01 -0.04
H 0.00 -0.08 0.06
H 0.08 -0.04 0.03
H 0.06 0.06 0.00
H 0.02 -0.01 -0.04
H 0.06 0.01 0.01
H -0.01 0.11 0.01
H -0.07 0.01 0.01
H -0.02 -0.05 -0.05
H 0.01 0.01 0.02
H -0.02 0.07 -0.03
H -0.03 -0.01 -0.09
H -0.02 -0.07 -0.02
H 0.03 -0.07 0.12
H 0.10 -0.04 -0.06
H -0.03 -0.10 -0.02
H -0.03 -0.04 0.05
H -0.03 0.03 0.00
H 0.00 0.00 0.06
O -0.12 -0.27 -0.02
S 0.11 0.12 -0.11
O -0.08 -0.31 -0.03
O 0.06 0.06 0.05
C -0.12 0.19 -0.04
C -0.04 -0.07 -0.10
C -0.01 0.04 0.04
C 0.02 0.07 -0.01
C 0.05 0.01 0.04
C 0.26 -0.05 0.17
P -0.06 -0.53 -0.53
C -0.17 -0.29 0.04
C 0.03 0.03 0.03
C -0.06 0.03 -0.02
C -0.01 0.03 -0.03
C -0.07 0.03 0.10
C 0.08 0.12 0.21
C -0.08 -0.34 0.11
C 0.31 0.28 0.01
C 0.00 0.03 -0.11
C 0.03 -0.02 0.05
C -0.03 0.00 0.03
C -0.11 0.19 0.01
H -0.05 0.05 0.13
H -0.03 -0.01 0.01
H 0.00 -0.05 -0.02
H 0.07 -0.01 0.03
H -0.05 -0.02 -0.02
H 0.01 -0.07 0.01
H 0.07 -0.01 0.04
H 0.08 0.06 -0.01
H -0.05 -0.01 0.06
H 0.07 -0.02 0.08
H 0.04 -0.06 0.00
H -0.01 -0.04 -0.10
H -0.01 0.04 -0.07
H -0.16 0.04 0.08

Atomic partial charges in e from the Löwdin method, atoms 1 to 99: number 1, Ir, carries 0.656; number 2, F, carries -0.247; number 3, Ge, carries 0.879; number 4, C, carries -0.284; number 5, C, carries -0.077; number 6, C, carries -0.022; number 7, C, carries -0.032; number 8, C, carries -0.050; number 9, C, carries -0.393; number 10, P, carries 1.010; number 11, C, carries -0.322; number 12, C, carries -0.074; number 13, C, carries -0.029; number 14, C, carries -0.033; number 15, C, carries -0.046; number 16, C, carries -0.094; number 17, C, carries -0.390; number 18, C, carries -0.112; number 19, C, carries -0.058; number 20, C, carries -0.042; number 21, C, carries -0.030; number 22, C, carries -0.093; number 23, C, carries -0.299; number 24, C, carries -0.076; number 25, C, carries -0.025; number 26, C, carries -0.030; number 27, C, carries -0.057; number 28, C, carries -0.360; number 29, P, carries 1.076; number 30, C, carries -0.378; number 31, C, carries -0.107; number 32, C, carries -0.048; number 33, C, carries -0.026; number 34, C, carries -0.030; number 35, C, carries -0.074; number 36, C, carries -0.332; number 37, C, carries -0.103; number 38, C, carries -0.052; number 39, C, carries -0.033; number 40, C, carries -0.037; number 41, C, carries -0.066; number 42, C, carries -0.244; number 43, C, carries -0.070; number 44, C, carries -0.011; number 45, C, carries -0.024; number 46, C, carries -0.088; number 47, C, carries -0.402; number 48, P, carries 1.014; number 49, C, carries -0.319; number 50, C, carries -0.092; number 51, C, carries -0.046; number 52, C, carries -0.026; number 53, C, carries -0.041; number 54, C, carries -0.091; number 55, C, carries -0.329; number 56, C, carries -0.136; number 57, C, carries -0.051; number 58, C, carries -0.022; number 59, C, carries -0.033; number 60, C, carries -0.077; number 61, H, carries 0.112; number 62, H, carries 0.129; number 63, H, carries 0.125; number 64, H, carries 0.113; number 65, H, carries 0.118; number 66, H, carries 0.124; number 67, H, carries 0.125; number 68, H, carries 0.122; number 69, H, carries 0.047; number 70, H, carries 0.087; number 71, H, carries 0.123; number 72, H, carries 0.124; number 73, H, carries 0.126; number 74, H, carries 0.083; number 75, H, carries 0.114; number 76, H, carries 0.124; number 77, H, carries 0.124; number 78, H, carries 0.119; number 79, H, carries 0.095; number 80, H, carries 0.121; number 81, H, carries 0.124; number 82, H, carries 0.126; number 83, H, carries 0.110; number 84, H, carries 0.075; number 85, H, carries 0.129; number 86, H, carries 0.125; number 87, H, carries 0.122; number 88, H, carries 0.095; number 89, H, carries 0.099; number 90, H, carries 0.129; number 91, H, carries 0.127; number 92, H, carries 0.127; number 93, H, carries 0.116; number 94, H, carries 0.126; number 95, H, carries 0.126; number 96, H, carries 0.124; number 97, H, carries 0.089; number 98, H, carries 0.068; number 99, H, carries 0.123